2 unconnected molecules or ions with the total composition C21H28N3O4 in a non-equilibrium geometry. Source: OMol25; level of theory: ωB97M-V with the def2-TZVPD basis set.

ΔE to the lowest compared entry with this formula, charge and spin: 50.9 kcal/mol
molecular weight: 386.5 g/mol
LUMO: -3.1 eV
net charge: +1
Kohn-Sham gap: 0.3264 Ha

Structure (XYZ):
```
56
Properties=species:S:1:pos:R:3:forces:R:3:nbo_charge:R:1
C 3.69501 0.56440 -0.84875 -0.059 -0.165 0.025 0.024
H -0.25516 -4.86719 -0.93598 0.164 -0.027 0.050 0.217
C -2.92882 0.85315 1.33923 0.168 -0.506 0.053 -0.084
C 4.13192 2.41786 1.08274 -0.012 0.020 -0.064 -0.259
N 1.31728 -3.70730 -0.29497 -0.309 0.147 0.095 -0.352
H 4.11008 2.10917 -2.28113 0.008 -0.029 -0.004 0.226
C -1.58148 -0.01119 -0.60510 -0.439 -0.228 -0.021 -0.457
C 0.69323 -1.82272 1.05473 -0.254 0.568 0.420 -0.289
O -0.79049 -1.10577 -2.64612 -0.607 0.150 -0.144 -0.553
C -0.41333 1.66645 3.74147 -0.176 -0.257 -0.018 -0.534
H -2.01994 -3.57774 0.17244 0.078 -0.215 -0.143 0.230
C 0.91303 2.39545 3.56541 0.560 -0.283 0.498 0.438
H 1.04989 -0.95865 1.59533 0.102 -0.010 -0.054 0.245
H 2.63867 -2.32305 0.46210 -0.022 -0.084 -0.043 0.238
H 0.89658 3.43510 3.17877 -0.168 -0.230 -0.064 0.137
H -0.01381 1.01510 -3.60596 -0.063 0.012 -0.040 0.220
O -1.86255 1.64146 1.81757 -0.288 -0.375 0.124 -0.512
H -0.43354 -1.06254 3.35010 0.167 -0.095 -0.420 0.266
C -1.28122 -1.29981 -3.94447 -0.111 -1.489 -1.109 0.807
H -1.09712 -0.31257 -5.86511 0.093 -0.284 0.131 0.260
H -2.40231 -1.86176 -1.52646 0.347 -0.075 0.036 0.181
C -0.62493 -2.17355 0.96501 0.065 0.265 0.100 0.147
H -3.28291 -0.95465 0.28182 0.116 -0.141 0.165 0.233
H 4.29660 3.12392 1.88492 0.001 -0.039 0.029 0.231
C 0.03149 -4.00008 -0.34767 -0.427 -1.295 -0.951 0.075
C 4.02711 1.85306 -1.23397 -0.014 0.004 0.033 -0.248
C -1.44080 -0.09315 -4.85808 0.040 0.999 1.245 -0.532
H -0.32944 0.95708 4.57041 0.221 0.226 0.062 0.234
C -0.84829 1.21475 -4.27891 0.146 -0.174 -0.241 -0.618
H -3.44976 1.41704 0.56541 0.027 0.083 0.117 0.228
C -2.40331 -0.41186 0.64191 -0.515 0.793 -1.142 -0.061
N 3.57949 0.17756 0.42380 -0.120 0.156 -0.024 -0.459
H -2.06730 -0.51232 3.48732 -0.043 -0.130 -0.180 0.236
H -0.50770 0.07253 -0.43434 -0.044 -0.271 -0.007 0.254
C -0.83907 0.89274 2.47453 0.853 0.402 -0.521 0.095
N -1.67157 -1.34105 1.59535 -0.006 0.035 0.522 -0.368
H -2.67539 -0.37336 -2.40653 -0.148 -0.114 0.260 0.184
C -1.93130 -0.91292 -1.80205 0.137 0.605 -0.434 -0.067
H -3.67123 0.63377 2.11895 0.188 -0.071 0.058 0.186
H 0.01491 0.86974 1.78100 -0.066 -0.010 0.061 0.192
C 4.24861 2.79772 -0.24441 0.008 0.081 -0.008 -0.164
O 1.96586 1.88585 3.87172 -0.629 0.191 -0.282 -0.500
O -1.60377 -2.40297 -4.30695 0.383 0.903 0.587 -0.521
H -1.91951 0.98932 -0.87622 0.218 0.061 0.156 0.243
H -2.37026 -1.99398 1.95230 0.033 -0.019 -0.060 0.444
C 1.59603 -2.62409 0.40424 1.818 0.261 -0.030 0.075
H -2.52207 0.07124 -4.91287 0.026 -0.303 -0.301 0.241
H -1.61685 1.76587 -3.73195 0.145 0.007 0.048 0.200
H -1.20105 2.38593 3.97480 0.002 -0.094 -0.036 0.254
C -1.21884 -0.55405 2.79508 -0.612 0.771 0.992 -0.261
H 3.51027 -0.20685 -1.58938 0.026 0.042 -0.052 0.196
C 3.79868 1.10201 1.36201 -0.010 -0.219 0.071 0.028
H -0.47230 1.86956 -5.06586 -0.146 -0.050 -0.011 0.230
C -0.97804 -3.28953 0.25104 -0.893 0.422 0.448 -0.283
H 3.70115 0.76116 2.38610 0.033 0.087 0.019 0.206
H 4.50953 3.81571 -0.50435 0.010 -0.011 -0.001 0.225
```
Positions in Å, forces in eV/Å.



A single C2H5NO2S molecule in a non-equilibrium geometry. Source: OMol25; level of theory: ωB97M-V with the def2-TZVPD basis set.

ΔE to the lowest compared entry with this formula, charge and spin: 60.0 kcal/mol
molecular weight: 107.1 g/mol
LUMO: 0.5 eV
net charge: 0
SMILES: COC(=S)NO
Kohn-Sham gap: 0.3321 Ha

Structure (XYZ):
```
11
Properties=species:S:1:pos:R:3:forces:R:3:nbo_charge:R:1
H 0.50279 1.71863 0.71647 -0.138 -0.080 -0.112 0.194
N 0.39847 -1.22242 0.01010 -0.440 -2.194 -0.838 -0.358
C -0.55271 -0.60652 -0.78024 0.042 -1.015 -0.755 0.377
H 2.00608 -0.31004 -0.39144 0.479 0.162 -0.764 0.462
S -1.40720 -1.48661 -1.91290 0.468 0.475 0.746 -0.189
C -0.51272 1.32150 0.65510 1.250 -1.193 0.176 -0.254
H -1.19833 2.12338 0.77954 -0.835 0.375 -0.147 0.201
O 1.51811 -0.51508 0.39937 -0.035 0.023 0.857 -0.541
H 0.59020 -2.24697 -0.26117 -0.431 2.300 0.553 0.402
H -0.61130 0.53812 1.41160 -0.149 0.431 0.162 0.197
O -0.73340 0.68601 -0.62643 -0.211 0.715 0.121 -0.491
```
Positions in Å, forces in eV/Å.



A molecular structure, C38H31CrIN8O4. Source: OMol25; level of theory: ωB97M-V with the def2-TZVPD basis set.

molecular weight: 842.6 g/mol
LUMO (alpha / beta): -3.3 / -3.3 eV
multiplicity: 4
<S²>: 3.779
net charge: +1
Kohn-Sham gap (alpha / beta): 0.2438 / 0.2546 Ha

Structure (XYZ):
```
83
Properties=species:S:1:pos:R:3:forces:R:3:mulliken_spin:R:1
C 3.72950 -1.12109 -0.75452 -0.068 0.013 0.015 0.040
H 2.84221 -0.86143 4.89432 -0.002 -0.001 0.003 0.000
C 6.27196 -0.91353 -0.89856 -0.008 -0.015 -0.040 -0.001
H -0.18708 3.51530 -3.25445 -0.003 0.002 -0.003 0.001
H -0.68465 1.50848 4.82538 -0.002 -0.010 -0.004 0.000
H 1.68348 5.90888 4.12217 0.004 0.004 -0.001 0.000
C -0.22735 0.87744 2.87271 0.002 0.025 -0.009 -0.003
C 1.53824 3.65624 1.58307 -0.020 -0.036 0.034 -0.001
N 3.96778 -3.70891 -1.78838 0.011 -0.013 0.023 -0.007
H 7.44307 -0.55220 0.62846 -0.005 0.001 -0.002 0.000
H -4.59173 -1.92057 -4.64339 0.000 0.003 -0.001 0.000
H 5.98882 -3.35292 -1.92413 0.008 0.006 0.005 0.001
C -1.65962 -2.57456 -0.05413 -0.019 0.103 0.002 0.008
C -3.99713 -2.34645 -3.84673 -0.011 0.007 0.001 0.000
N 4.01365 0.44838 1.12237 0.020 0.038 -0.002 0.018
C 0.99852 2.26917 -1.97786 -0.109 -0.072 0.056 0.018
C 5.94642 1.38580 4.08506 -0.012 0.012 -0.009 -0.001
C 4.55966 0.19419 5.68204 0.018 0.008 -0.005 -0.001
H 6.30934 1.30991 6.19783 0.004 0.000 0.002 0.000
H 1.92645 -5.09764 -1.97574 -0.007 -0.006 0.006 0.000
H 2.38610 5.59748 1.79065 0.004 0.000 -0.002 0.000
C 2.22336 1.99855 -1.35743 0.076 0.060 0.048 0.006
C 2.60981 -1.94942 -0.87922 0.043 -0.015 -0.045 0.008
C 5.66190 0.99128 5.39226 -0.015 -0.013 -0.005 0.001
H 0.84129 -3.70118 -2.20144 0.007 0.019 0.015 -0.001
H 4.22081 2.79209 -1.14500 -0.001 0.024 0.000 0.003
C -2.83983 -2.14454 -1.78811 0.005 -0.021 -0.009 -0.002
H -1.72975 -0.60308 3.30235 0.010 -0.003 0.010 -0.001
H 4.37301 -0.09745 6.70662 -0.003 -0.001 0.003 0.000
C 5.03583 -2.92873 -1.62808 0.008 0.029 0.032 0.016
C 4.98008 -1.64825 -1.11296 0.058 -0.056 -0.024 -0.007
C -2.49925 -3.49847 -1.86661 -0.034 0.047 -0.050 0.001
O 5.80600 1.90630 0.96236 -0.021 0.005 0.000 0.000
N -1.74793 -3.74639 -0.72881 0.015 -0.024 0.058 0.000
C -3.64706 -3.70404 -3.91205 -0.005 -0.009 -0.010 0.000
H 6.22105 0.12415 -1.24766 0.006 -0.006 0.013 0.000
H 1.14487 -4.31419 -0.57962 -0.012 -0.045 0.003 -0.001
C -3.60285 -1.55048 -2.79050 0.007 -0.034 -0.007 0.001
H -1.55646 -0.51346 0.96438 0.034 0.051 -0.016 0.010
C 5.09767 0.94450 3.09651 -0.025 0.013 0.032 0.001
C 1.43278 4.98716 3.61536 0.005 0.011 0.004 0.000
H 3.88883 4.66368 -2.65993 0.002 0.004 0.001 -0.001
C 1.60288 -4.14766 -1.55837 -0.017 0.013 -0.007 0.009
C -2.89361 -4.30764 -2.92525 0.018 -0.005 0.012 0.000
O 1.36487 -1.62084 -0.52327 -0.043 0.029 0.122 -0.024
C 3.63608 0.33258 -0.29746 0.027 -0.034 -0.061 -0.117
H 4.40774 0.88961 -0.82488 -0.021 -0.016 0.030 0.004
C 1.83138 4.22458 -3.06841 -0.032 -0.017 -0.013 0.018
O 2.18941 -0.65546 1.94786 0.043 0.049 -0.024 -0.007
N -0.75426 -0.94462 1.43522 -0.030 -0.067 0.003 -0.058
C 5.10668 1.20098 1.62677 0.059 -0.087 0.012 -0.001
H 7.05920 -1.41408 -1.46697 -0.009 0.009 -0.004 0.000
H -3.97713 -4.29290 -4.75693 -0.003 0.004 -0.006 0.000
H -2.62564 -5.35419 -2.97927 0.000 -0.003 -0.003 0.000
C 0.71982 4.01928 4.29277 -0.009 -0.011 0.003 0.001
H 1.68448 5.06964 -3.72547 -0.005 0.008 0.000 0.001
N 0.38643 1.40958 1.84060 -0.021 -0.048 0.100 -0.018
C -0.94552 -2.39321 1.24831 0.042 -0.076 -0.010 0.004
H -3.87563 -0.50530 -2.73431 -0.010 0.014 0.001 0.000
H -1.28546 -4.60728 -0.49224 0.010 0.015 -0.006 0.000
H -1.55018 -2.80925 2.06171 0.006 -0.004 -0.012 0.002
C 0.43077 2.85904 3.58540 0.032 0.045 -0.046 -0.005
I -0.55291 0.90038 -1.61428 -0.010 0.115 -0.091 -0.041
N 2.34847 0.92723 -0.49196 -0.024 -0.064 -0.070 0.000
C 3.69774 -0.23651 4.67520 -0.005 -0.003 -0.023 0.002
Cr 0.95315 -0.06051 0.41644 -0.021 -0.057 0.003 3.112
C 3.06397 3.98788 -2.47548 0.009 -0.011 0.017 -0.009
C 2.79115 -3.24672 -1.41338 -0.020 0.053 -0.023 -0.012
C 3.99394 0.15124 3.38671 0.033 0.005 0.046 -0.010
C 0.82639 2.66778 2.25982 -0.018 0.011 -0.019 0.017
C 3.25927 2.91027 -1.62892 -0.008 -0.012 -0.012 0.016
H 1.83758 3.52803 0.55352 0.015 0.008 -0.032 -0.002
N -2.29690 -1.59295 -0.63076 0.034 -0.038 -0.007 0.001
H 0.02371 -2.89366 1.23195 0.001 0.010 0.014 -0.006
H -0.05155 -1.16684 3.39364 -0.001 0.009 -0.005 0.002
C -0.74086 -0.52428 2.84043 0.025 0.006 -0.014 0.011
H 0.40471 4.16126 5.31745 -0.003 -0.003 0.006 0.000
C 1.83498 4.80780 2.28289 0.004 0.006 -0.009 0.000
N -0.24290 1.69662 3.94138 -0.026 -0.008 0.005 0.005
C 3.29052 -0.09818 2.11146 -0.013 0.007 -0.015 0.007
C 0.78431 3.35524 -2.80586 0.021 0.029 -0.016 -0.010
O 6.57447 -0.94890 0.50070 -0.001 0.011 0.025 0.000
H 6.79633 2.01266 3.85242 0.007 0.002 0.008 0.000
```
Positions in Å, forces in eV/Å.



5 unconnected molecules or ions with the total composition CH10O3S2 in a non-equilibrium geometry. Source: OMol25; level of theory: ωB97M-V with the def2-TZVPD basis set.

ΔE to the lowest compared entry with this formula, charge and spin: 46.9 kcal/mol
molecular weight: 134.2 g/mol
LUMO (alpha / beta): 3.0 / 1.0 eV
multiplicity: 2
<S²>: 0.757
net charge: -1
Kohn-Sham gap (alpha / beta): 0.2413 / 0.1435 Ha

Structure (XYZ):
```
16
Properties=species:S:1:pos:R:3:forces:R:3:mulliken_spin:R:1
H -1.49917 2.95364 -1.65957 0.011 -0.689 0.917 -0.003
H 0.60022 1.79002 -1.04909 -0.862 0.562 -0.467 0.003
O -1.45412 2.45625 -0.81005 -0.815 -0.746 -1.128 0.011
H -1.94516 1.58018 -0.99283 0.883 1.700 0.241 0.003
S -0.96528 -1.04965 -0.69245 -1.129 -0.081 -0.394 0.404
H 1.59371 1.05652 -0.36864 0.813 -0.866 0.601 -0.005
H -2.19386 -1.37841 1.52076 1.490 0.425 -1.486 0.008
C -1.14255 -1.08202 1.09248 -4.468 2.923 0.302 -0.033
O 2.59664 -2.29688 0.32266 1.922 3.292 1.126 0.012
H 3.52247 -1.84396 0.47908 -2.446 -1.654 -0.580 -0.002
H 1.60718 -0.11553 1.22619 -0.023 -0.071 -0.340 0.142
H -0.51067 -1.73587 1.53258 2.673 -1.656 1.109 0.010
H 2.08165 -1.39744 0.62830 0.455 -1.519 -0.417 0.001
S -2.75958 -0.38988 -1.39058 1.164 -0.589 0.512 0.432
O 1.47749 1.46190 -1.23353 0.057 0.250 -0.090 0.002
H -1.00898 -0.00888 1.39469 0.273 -1.282 0.093 0.014
```
Positions in Å, forces in eV/Å.